Entry 1:
This record from OMol25 describes a single C6H8O2 molecule. The level of theory is ωB97M-V/def2-TZVPD.

Each line ends with the Löwdin charge.
Element x y z (Å)
C1 1.459 -0.932 -0.627  -0.08
H1 0.392 -0.865 1.877  0.14
C2 -0.001 0.256 1.629  -0.09
H2 2.446 -1.478 -0.830  0.12
O1 -0.960 -1.291 -0.928  -0.06
H3 -1.751 1.664 0.888  0.19
H4 -2.380 0.311 -0.944  0.08
H5 -1.029 0.972 -1.613  0.15
C3 0.655 1.132 0.567  -0.32
C4 0.294 -1.521 -1.228  -0.18
H6 1.287 2.218 0.437  0.21
H7 -0.353 0.633 2.750  0.14
C5 -1.353 0.112 -0.904  -0.11
H8 0.690 -2.663 -1.015  0.16
O2 1.442 0.532 -0.499  -0.16
C6 -0.838 0.918 0.440  -0.18

Summary:
**DFT total energy**: -383.6354 Ha
**LUMO**: 0.7 eV
**ΔE to the lowest compared entry with this formula, charge and spin**: 7.475 eV
**SMILES string**: C1=CO[C@@H]2C[C@@H]2CO1
**HOMO**: -8.47 eV
**Net charge**: 0



Entry 2:
This record from OMol25 describes a molecular structure, C33H36AsIP2PmS. The level of theory is ωB97M-V/def2-TZVPD.

Each line ends with the Löwdin spin population.
Element x y z (Å)
C1 -17.733 -8.252 -11.320  0.00
H1 -21.207 -12.880 -6.435  0.00
C2 -16.420 -9.395 -13.480  0.00
H2 -13.722 -12.431 -11.309  0.00
C3 -13.878 -7.150 -7.463  0.00
H3 -20.868 -6.812 -9.536  0.00
C4 -20.470 -12.560 -10.519  0.00
H4 -12.107 -3.985 -8.677  0.00
C5 -11.912 -5.823 -7.704  0.00
H5 -15.743 -6.231 -7.959  0.00
H6 -22.565 -12.490 -7.537  0.00
H7 -18.295 -14.334 -9.056  0.00
C6 -17.980 -5.613 -10.080  0.00
C7 -13.800 -11.681 -10.557  0.00
As1 -20.237 -12.847 -8.595  0.00
C8 -12.195 -10.183 -4.397  0.00
C9 -20.289 -7.354 -10.283  0.00
H8 -11.988 -9.601 -2.377  0.00
H9 -15.149 -12.951 -9.452  0.00
H10 -18.460 -9.617 -14.308  0.00
H11 -21.232 -13.232 -10.878  0.00
C10 -13.258 -9.594 -9.520  0.00
H12 -12.403 -10.299 -11.381  0.00
H13 -16.909 -5.517 -10.295  0.00
H14 -18.502 -5.124 -10.949  0.00
C11 -14.728 -8.910 -4.359  0.00
Pm1 -17.143 -9.520 -8.400  4.06
C12 -14.147 -9.852 -8.494  0.00
H15 -19.504 -12.844 -10.959  0.00
C13 -17.802 -9.262 -13.482  0.00
H16 -11.926 -7.766 -6.824  0.00
H17 -19.782 -15.341 -8.805  0.00
H18 -15.428 -11.369 -7.641  0.00
H19 -11.190 -10.653 -4.343  0.00
C14 -16.419 -7.940 -2.905  0.00
H20 -19.553 -8.684 -12.359  0.00
H21 -12.496 -10.415 -6.507  0.00
H22 -13.583 -8.481 -1.178  0.00
H23 -19.050 -14.551 -7.339  0.00
H24 -12.693 -8.676 -9.524  0.00
C15 -14.680 -6.203 -8.105  0.00
H25 -18.258 -5.150 -9.160  0.00
C16 -18.480 -8.709 -12.392  0.00
C17 -16.073 -8.454 -4.095  0.00
C18 -16.335 -8.454 -11.254  0.00
H26 -16.005 -9.803 -14.363  0.00
H27 -20.444 -6.929 -11.285  0.00
C19 -14.034 -5.036 -8.550  0.00
C20 -19.212 -14.489 -8.432  0.00
C21 -12.650 -4.876 -8.357  0.00
H28 -21.944 -14.179 -7.480  0.00
H29 -17.472 -7.731 -2.737  0.00
C22 -13.098 -10.491 -10.574  0.00
H30 -15.667 -7.983 -10.573  0.00
C23 -14.860 -11.051 -8.494  0.00
H31 -14.550 -9.146 -12.351  0.00
P1 -14.668 -8.699 -7.190  -0.01
H32 -20.789 -11.515 -10.753  0.00
C24 -14.151 -9.361 -5.616  0.00
H33 -15.871 -7.461 -0.917  0.00
C25 -15.505 -7.866 -1.848  0.00
C26 -14.292 -8.385 -1.966  0.00
H34 -20.629 -8.344 -10.313  0.00
H35 -14.612 -4.223 -8.995  0.00
P2 -18.509 -7.383 -9.922  -0.01
C27 -12.983 -10.083 -5.545  0.00
C28 -13.862 -8.919 -3.222  0.00
C29 -15.680 -9.047 -12.331  0.00
I1 -17.687 -8.479 -5.519  -0.01
C30 -12.626 -9.593 -3.258  0.00
C31 -14.682 -11.987 -9.521  0.00
C32 -12.514 -6.972 -7.307  0.00
S1 -19.207 -11.176 -7.763  -0.01
H36 -10.828 -5.673 -7.647  0.00
C33 -21.654 -13.094 -7.395  0.00

Summary:
**DFT total energy**: -5500.9410 Ha
**LUMO (alpha / beta)**: -8.8 / -8.5 eV
**<S²>**: 6.0068
**ΔE to the lowest compared entry with this formula, charge and spin**: 0.164 eV
**2S+1**: 5
**HOMO (alpha / beta)**: -15.62 / -15.63 eV
**Net charge**: +3



Entry 3:
This record from OMol25 describes a molecular structure, C22H49N2OP3SSm. The level of theory is ωB97M-V/def2-TZVPD.

Each line ends with the Löwdin spin population.
Element x y z (Å)
H1 6.204 5.927 -2.190  0.00
P1 -0.960 0.175 2.748  -0.02
H2 -3.241 2.210 1.301  0.00
P2 0.056 -2.574 0.559  -0.01
H3 1.408 1.452 1.718  0.00
C1 5.947 2.597 -2.881  0.00
H4 5.503 0.341 -3.412  0.00
H5 -0.678 2.679 0.897  0.00
H6 -0.199 2.450 2.980  0.00
C2 2.324 -0.947 -1.982  0.00
C3 -0.130 -3.613 -0.935  0.00
H7 -4.668 -2.885 -0.978  0.00
H8 -1.988 2.392 2.688  0.00
C4 8.198 3.152 -2.158  0.00
H9 -3.592 -3.740 0.171  0.00
H10 -2.113 -3.309 1.402  0.00
H11 0.601 -3.317 -1.707  0.00
H12 -2.967 -2.393 -0.805  0.00
H13 1.776 -3.974 1.269  0.00
H14 -0.006 1.987 -2.987  0.00
C5 1.743 -2.875 1.170  0.00
H15 2.229 -2.010 -1.718  0.00
C6 5.575 3.950 -2.733  0.00
H16 1.347 -0.072 3.315  0.00
C7 6.510 4.888 -2.299  0.00
H17 -5.574 -1.479 2.384  0.00
C8 0.093 2.339 0.215  0.00
H18 1.591 2.070 -2.132  0.00
H19 2.460 -2.491 0.422  0.00
H20 0.071 -4.624 -0.544  0.00
H21 7.546 1.157 -2.711  0.00
H22 0.420 -1.618 3.598  0.00
C9 -2.494 -0.584 3.372  0.00
C10 1.215 1.612 0.663  0.00
H23 4.548 4.235 -2.964  0.00
C11 -3.872 -0.524 0.674  0.00
H24 1.868 -2.353 2.136  0.00
C12 7.270 2.204 -2.591  0.00
H25 -1.168 -0.508 -3.664  0.00
H26 -2.677 -1.573 2.908  0.00
C13 -1.065 -3.388 1.746  0.00
H27 -0.079 2.547 -0.836  0.00
C14 -3.840 -2.764 -0.265  0.00
H28 9.217 2.843 -1.934  0.00
H29 -4.704 2.603 0.354  0.00
H30 -1.313 1.825 4.298  0.00
Sm1 -0.618 0.002 0.045  5.08
H31 -3.350 0.080 3.125  0.00
H32 -3.329 1.828 -0.453  0.00
H33 2.014 1.325 -0.014  0.00
H34 2.885 -0.406 -1.200  0.00
C15 -3.909 1.863 0.475  0.00
H35 -0.486 -2.107 -3.100  0.00
H36 -0.970 -2.947 2.750  0.00
C16 0.411 -0.519 3.697  0.00
C17 -0.245 -1.087 -3.456  0.00
H37 -0.717 -4.435 1.725  0.00
C18 7.822 4.494 -2.011  0.00
C19 -5.344 -2.269 1.666  0.00
H38 0.489 -1.063 -4.280  0.00
H39 1.492 1.254 -3.772  0.00
H40 -1.162 -3.530 -1.328  0.00
H41 -6.314 1.175 -0.130  0.00
H42 -5.010 -3.168 2.208  0.00
C20 0.970 1.487 -2.833  0.00
S1 4.734 1.458 -3.416  0.00
H43 2.758 -0.785 -2.978  0.00
H44 -6.366 1.105 1.684  0.00
H45 -2.326 -0.669 4.454  0.00
H46 -6.394 -0.425 0.721  0.00
H47 -6.217 -2.511 1.040  0.00
O1 -2.620 -0.339 0.425  -0.01
N1 -4.572 0.581 0.803  0.00
N2 -4.264 -1.821 0.786  0.00
C21 -6.023 0.608 0.764  0.00
H48 8.551 5.233 -1.672  0.00
C22 -1.136 1.920 3.214  0.00
P3 0.703 -0.188 -2.210  -0.02
H49 0.147 -0.165 4.707  0.00

Summary:
**DFT total energy**: -3131.6170 Ha
**LUMO (alpha / beta)**: -10.1 / -10.0 eV
**<S²>**: 8.7675
**2S+1**: 6
**HOMO (alpha / beta)**: -13.71 / -13.71 eV
**Net charge**: +3



Entry 4:
This record from OMol25 describes a single C5H6S2 molecule. The level of theory is ωB97M-V/def2-TZVPD.

Each line ends with the Löwdin charge.
Element x y z (Å)
H1 -0.559 -2.353 1.029  0.06
H2 -0.649 2.295 -1.072  0.04
H3 -1.189 -2.228 -0.675  0.11
C1 -0.822 1.782 -0.179  -0.06
C2 2.461 0.130 -0.299  -1.05
C3 0.184 0.608 -0.207  -0.10
S1 3.714 1.037 -0.392  0.69
S2 1.767 -1.449 0.034  0.89
C4 0.182 -0.675 0.044  -0.69
H4 -1.754 1.251 -0.139  0.06
C5 -0.965 -1.640 0.282  -0.11
H5 -0.633 2.430 0.714  0.09
H6 -1.737 -1.188 0.861  0.06

Summary:
**DFT total energy**: -990.3242 Ha
**LUMO (alpha / beta)**: -0.1 / -0.1 eV
**ΔE to the lowest compared entry with this formula, charge and spin**: 3.831 eV
**HOMO (alpha / beta)**: -7.40 / -7.72 eV
**Net charge**: 0



Entry 5:
This record from OMol25 describes 2 unconnected molecules or ions with the total composition C9H14. The level of theory is ωB97M-V/def2-TZVPD.

Each line ends with the Löwdin charge.
Element x y z (Å)
H1 2.699 -2.674 -0.966  0.07
H2 -2.901 1.820 1.507  0.10
H3 0.222 -1.979 -1.816  0.10
C1 1.739 -3.239 -0.915  -0.19
H4 -0.863 0.516 2.401  0.11
H5 -3.088 -0.039 1.282  0.07
H6 0.871 -1.332 -0.299  0.00
H7 2.422 1.345 0.061  0.09
C2 -0.425 0.688 1.413  -0.05
C3 1.380 1.202 0.072  -0.15
H8 -0.254 -2.649 -0.105  0.08
C4 -2.772 0.922 0.776  -0.08
H9 1.520 0.642 2.104  0.05
H10 -1.462 1.100 -1.800  0.10
H11 1.011 1.718 -1.946  0.07
H12 1.741 -3.933 -0.058  0.06
C5 0.960 0.790 1.324  -0.06
C6 0.641 1.407 -1.028  -0.04
C7 -0.824 1.001 -0.947  -0.02
H13 1.714 -3.886 -1.806  0.06
H14 -3.568 0.885 -0.124  0.11
C8 0.596 -2.261 -0.739  -0.19
C9 -1.304 0.900 0.306  -0.32

Summary:
**DFT total energy**: -351.2595 Ha
**LUMO**: 1.0 eV
**ΔE to the lowest compared entry with this formula, charge and spin**: 1.924 eV
**SMILES string**: Cc1ccccc1.CC
**HOMO**: -9.05 eV
**Net charge**: 0